Entry 1:
Entry from the OMol25 dataset: a structure of composition C2H3FI2 at a distorted geometry (ωB97M-V with the def2-TZVPD basis set).

Structure (XYZ):
```
8
Properties=species:S:1:pos:R:3:mulliken_charge:R:1
C 0.04212 -0.31084 -0.91604 -0.324
C -1.34838 0.16584 -0.51591 -0.518
F 0.02916 -0.74357 -2.20538 -0.227
I -2.87279 -1.21598 -0.30206 0.164
I -1.80616 2.04133 -1.53953 0.123
H 0.51402 -1.17652 -0.33644 0.291
H 0.76294 0.62152 -0.65999 0.271
H -1.28055 0.95901 1.27431 0.219
```

## Properties
Relative energy (zero: lowest compared OMol25 entry of this formula, charge and spin): 81.4 kcal per mole
HOMO level (alpha / beta): -9.1843 / -9.0017 eV
Gap between HOMO and LUMO (alpha / beta): 8.1 / 8.0 eV
Charge: 0
Maximum force: 3.72 eV/Å
Electronic energy: -773.09836 Ha

=====

Entry 2:
Entry from the OMol25 dataset: a structure of composition C2H3FI2O2S at a distorted geometry (ωB97M-V with the def2-TZVPD basis set).

Structure (XYZ):
```
11
Properties=species:S:1:pos:R:3:mulliken_charge:R:1
C -1.61779 -0.07703 -0.17475 -0.953
C 1.36363 -0.15990 -0.46046 -0.305
O 0.20781 -0.05093 1.81716 -0.540
O 0.13082 1.96044 0.39517 -0.586
F 1.08670 -0.09954 -1.79613 -0.207
S -0.05305 0.52010 0.52661 1.150
I 1.43919 -2.45368 0.42464 0.097
I 3.09959 0.85006 0.07142 0.273
H -1.42409 -0.34619 -1.16497 0.350
H -1.98353 -0.87533 0.55190 0.314
H -2.24930 0.73200 -0.19060 0.406
```

## Properties
Relative energy (zero: lowest compared OMol25 entry of this formula, charge and spin): 0.0 kcal per mole
HOMO level: -9.6592 eV
Gap between HOMO and LUMO: 8.3 eV
Charge: 0
Maximum force: 3.53 eV/Å
Electronic energy: -1321.84404 Ha